This record from the OMol25 dataset describes 16 unconnected molecules or ions with the total composition C53H94Br2O45 in a non-equilibrium geometry. The level of theory is ωB97M-V/def2-TZVPD.

Output
maximum force	8.65	eV Å⁻¹
orbital gap	10.47	eV
molar mass	1611.1	g mol⁻¹
HOMO level	-0.3775	Eh
DFT total energy	-10609.5789	a.u.

Last column: Mulliken charge in e.
CARTESIAN COORDINATES (ANGSTROEM)
Br: 2.3543 0.5462 -1.3151  -0.03
Br: -1.5704 -1.1592 0.4364  -0.31
O: -7.0502 3.5940 4.4467  -0.60
O: 5.0310 -0.7454 5.7733  -0.42
O: 3.2034 4.3382 -2.8253  -0.52
O: -1.5096 -1.4615 3.8837  -0.38
O: 2.3971 -4.8681 1.8592  -0.34
O: 3.1442 -3.2276 0.3207  -0.34
O: -3.4766 1.2064 -5.5990  -0.38
O: -1.3003 -7.8211 0.4143  -0.62
O: 7.2462 4.4799 1.4322  -0.61
O: 0.6406 -0.3229 -4.4671  -0.50
O: 0.4836 -0.4700 3.5161  -0.04
O: -3.4612 -7.4887 0.9453  -0.29
O: 7.3052 -0.5572 -1.7542  -0.32
O: 3.2059 -1.6833 4.9576  -0.59
O: -1.9863 -6.2529 2.0121  -0.25
O: -4.1546 -6.4166 -3.7026  -0.68
O: 1.6285 -1.5128 -6.1118  -0.41
O: -5.3733 0.4650 -5.0185  -0.40
O: 5.1050 4.0057 2.0793  -0.16
O: 6.1652 5.5575 3.1081  -0.28
O: 8.0071 -2.6308 -2.2291  -0.68
O: -3.9770 3.2691 -1.9727  -0.28
O: 4.7827 -0.5115 3.6201  -0.47
O: -4.0999 5.3526 -1.5573  -0.22
O: 2.7041 5.5537 -4.7219  -0.40
O: -7.7340 2.7606 2.2927  -0.39
O: 0.5238 5.1078 0.0258  -0.34
O: 2.7707 -5.4154 -0.2285  -0.40
O: -5.5660 3.1188 2.7826  -0.31
O: 1.1881 4.1804 -3.9442  -0.38
O: -0.1390 3.1788 1.0677  -0.10
O: -0.0137 3.7793 7.8708  -0.58
O: 1.0667 3.4782 5.9415  -0.52
O: 5.9771 -2.2594 -1.4034  -0.40
O: 2.0180 -2.1519 -4.1023  0.02
O: -2.3129 4.6399 -2.8310  -0.61
O: -1.3439 0.8535 3.9455  -0.02
O: -3.6721 -0.9771 -5.2741  -0.57
O: -4.9748 -1.1759 1.6793  0.04
O: -5.5645 -0.2256 -0.2641  -0.43
O: -3.3456 -4.9151 -2.2310  -0.25
O: -3.1381 -4.5963 -4.3437  -0.30
O: -1.5223 4.9357 0.5250  -0.37
O: -6.2694 -2.3102 0.3380  -0.34
O: 1.1992 1.8030 7.3304  -0.45
C: 0.5781 3.0444 7.0915  0.55
C: 4.0199 -0.4944 2.4560  0.85
C: 1.8096 5.0230 0.3940  -0.29
C: 2.6796 -4.1809 3.0351  -0.72
C: -3.6064 -5.3484 -3.4508  0.50
C: -0.4311 4.3142 0.5970  0.30
C: -4.8255 -2.4191 1.9562  -0.50
C: -2.2970 -3.6890 -3.8043  0.17
C: 0.3285 -0.8498 0.1184  0.42
C: -2.6869 1.0620 4.2837  -0.42
C: 3.7717 -1.8835 -6.9996  -1.34
C: -7.7462 2.5037 -0.1071  -1.30
C: -2.1702 -7.2562 1.0884  0.76
C: -5.6115 2.7711 1.3802  0.20
C: -2.5120 -3.7301 -2.2791  0.84
C: 4.7409 -0.9435 7.1632  -0.74
C: 2.5565 -2.5555 -6.3109  0.36
C: -4.1227 0.1248 -5.3059  0.88
C: 6.2921 4.6255 2.2099  0.67
C: -2.1272 1.0658 -5.9449  -0.54
C: 5.1387 -1.1433 -1.3206  0.53
C: -3.8403 6.7078 -1.8486  -0.76
C: 0.7264 3.0164 -3.2916  0.66
C: 2.7437 -4.3803 0.6509  0.63
C: -6.1826 -0.4627 -4.3030  -0.50
C: 7.1682 6.5479 3.2442  -0.75
C: -0.6935 -5.7583 2.2454  -0.84
C: 1.8057 2.5961 5.1517  1.31
C: 6.1017 0.0046 -1.2072  1.03
C: -0.7207 -0.3969 3.7963  0.45
C: 7.1444 -1.8318 -1.8188  0.45
C: -5.9696 -3.2260 1.3557  0.62
C: -5.6116 -1.1653 0.5099  0.23
C: 1.3576 -1.2462 -4.8223  0.23
C: -2.5667 4.3282 1.3405  -0.62
C: 4.2713 -1.0351 4.7708  0.87
C: 2.4303 4.6858 -3.7682  0.75
C: 3.9678 6.1206 -4.7708  -0.63
C: -5.5661 -4.6154 0.8699  -1.40
C: -3.3380 4.4707 -2.1420  0.81
C: 1.9317 1.4207 6.1993  0.76
C: 2.8047 -3.0251 -4.8347  -0.48
C: -3.4840 2.0410 -2.5376  0.07
C: -7.0361 2.2093 1.2028  1.09
C: -1.1334 -2.7747 3.8342  -0.73
C: 5.7961 0.9785 -2.3189  -1.42
C: 3.0177 -5.2408 -1.5606  -0.52
C: -1.2550 -4.1250 -1.4970  -0.73
C: 3.2731 3.1663 4.9770  -1.56
C: -3.9907 -8.4469 -0.0001  -0.66
C: -6.8600 3.2180 3.2672  0.46
C: 0.6029 0.5373 -0.3183  0.18
C: 4.9758 3.0279 1.0295  -0.57
H: -4.8455 -2.6640 3.0182  0.40
H: -0.5502 -5.4543 3.2823  0.44
H: -5.8398 -5.4245 1.5471  0.36
H: -2.9552 2.1179 4.3189  0.24
H: -0.7979 -5.0871 -1.7282  0.54
H: 4.4410 -1.3664 -6.3121  0.27
H: -2.8921 7.0835 -1.4641  0.27
H: -1.6427 2.0224 -6.1409  0.29
H: -3.9863 6.8877 -2.9137  0.33
H: -3.5093 -8.3633 -0.9744  0.33
H: 1.4297 0.6178 5.6594  -0.23
H: 2.9387 1.1114 6.4796  -0.32
H: -3.0760 -2.8430 -1.9909  0.04
H: -2.6029 2.1658 -3.1670  -0.01
H: -0.4083 -3.4554 -1.6474  -0.02
H: 3.7157 3.0572 3.9869  0.14
H: 4.5048 0.1125 1.6914  -0.34
H: 2.5144 -4.0757 -4.8434  0.28
H: -4.6937 7.0755 -1.2790  0.24
H: -0.3308 3.2296 -3.1337  -0.13
H: -4.2178 1.4336 -3.0674  -0.11
H: -0.1145 -2.9104 4.1970  0.31
H: 3.7659 -1.4127 7.2952  0.33
H: 3.3826 -1.2269 -7.7778  0.35
H: 3.3980 -4.2552 -1.8288  0.21
H: -1.8642 0.5383 -6.8618  0.39
H: -0.2251 0.8200 -0.9683  0.25
H: -6.8714 1.1358 1.2953  -0.21
H: 2.6792 -4.9608 3.7967  0.40
H: -1.1920 -3.0077 2.7710  0.21
H: -1.5519 0.5963 -5.1470  0.13
H: 3.2650 4.1948 5.3380  0.50
H: 2.9796 -0.1938 2.5807  0.03
H: 2.2764 4.6465 -0.5163  0.05
H: -7.2306 -0.1720 -4.2301  0.22
H: -0.4711 -4.8740 1.6483  0.15
H: -7.9154 3.5710 -0.2501  0.38
H: -4.5559 -4.7848 0.4974  0.04
H: 3.8284 -1.5245 2.1556  -0.09
H: 2.0129 4.3028 1.1865  0.04
H: 4.6390 -1.1516 -2.2893  0.03
H: 4.5198 5.2499 -5.1250  0.32
H: -3.0128 5.1847 1.8461  0.45
H: -4.7609 2.1415 1.1191  0.12
H: -7.0758 2.1758 -0.9016  0.20
H: 4.0571 2.7869 5.6323  0.40
H: -3.9267 -2.8922 1.5607  0.06
H: 2.1342 5.9824 0.7968  0.36
H: -5.0413 -8.1611 -0.0537  0.21
H: -2.2844 3.8618 2.2844  0.24
H: -2.6069 -2.7005 -4.1435  0.08
H: 6.6890 1.5308 -2.6120  0.44
H: 4.3352 -2.6685 -7.5038  0.40
H: -2.8079 0.5320 5.2284  0.43
H: 1.8842 -3.4542 3.2004  0.20
H: -1.7767 -3.4464 4.4025  0.35
H: 1.2686 2.9132 -2.3516  -0.21
H: 7.9269 6.2528 3.9691  0.31
H: 0.6870 -1.5492 -0.6368  0.05
H: 6.8394 7.4873 3.6885  0.26
H: 4.3563 -1.2137 -0.5649  -0.38
H: 3.9029 2.8394 0.9923  -0.15
H: 5.2892 3.6682 0.2049  0.66
H: 0.1877 -6.3981 2.1971  0.46
H: 3.5122 -6.1016 -2.0107  0.37
H: 0.8763 -1.1702 1.0046  -0.30
H: -6.1927 -4.8848 0.0196  0.44
H: 0.8432 2.0872 -3.8493  0.08
H: 3.8355 -3.0845 -4.4854  0.29
H: 5.5274 -1.5357 7.6309  0.30
H: 4.1483 6.6548 -3.8379  0.24
H: -3.2859 0.4465 3.6126  -0.14
H: 4.0879 6.7714 -5.6368  0.24
H: 2.0246 -5.3046 -2.0055  0.14
H: -1.4347 -3.9496 -0.4363  -0.23
H: 5.4709 2.0788 1.2348  0.20
H: -1.3027 -3.9877 -4.1365  0.04
H: -3.7801 -9.4401 0.3964  0.31
H: -3.1927 3.6263 0.7896  0.08
H: 7.6574 6.7675 2.2952  0.32
H: 4.9987 1.7080 -2.1780  0.14
H: 4.5769 -0.0015 7.6867  0.29
H: -5.6429 -0.6946 -3.3848  0.13
H: -6.7925 -3.2729 2.0689  0.39
H: 3.5827 -3.5734 3.0922  0.28
H: 1.1816 2.3535 4.2916  -0.02
H: -5.5623 3.6633 0.7560  0.09
H: 6.2881 0.4861 -0.2472  0.22
H: 0.6867 1.2228 0.5251  0.06
H: 2.1169 -3.3609 -6.8993  0.39
H: -3.1819 1.3459 -1.7542  0.22
H: -8.7093 2.0423 -0.3255  0.38
H: 5.4647 0.4661 -3.2221  0.32
H: -6.2593 -1.4289 -4.8019  0.34

=====

This record from the OMol25 dataset describes a molecular structure, C53H95F6HfN5O15S2 in a non-equilibrium geometry. The level of theory is ωB97M-V/def2-TZVPD.

Output
maximum force	4.47	eV Å⁻¹
orbital gap	5.78	eV
molar mass	1399.0	g mol⁻¹
HOMO level	-0.2501	Eh
DFT total energy	-4921.9269	a.u.

Last column: Mulliken charge in e.
CARTESIAN COORDINATES (ANGSTROEM)
Hf: -10.8260 -10.5040 5.2067  2.36
S: -13.2512 -12.6364 5.6328  -0.05
S: -11.4784 -13.7961 7.0880  0.50
F: -14.0358 -12.4936 8.2520  -0.16
F: -10.6430 -14.7274 9.4776  -0.19
F: -15.1061 -11.0083 7.0137  0.05
F: -11.2941 -12.6793 9.6193  -0.16
F: -15.5267 -13.1333 6.8158  -0.12
F: -9.4218 -13.1222 8.6296  -0.15
O: -14.7003 -18.7702 3.1227  -0.64
O: -10.5803 -14.6380 6.3135  -0.63
O: -13.0810 -11.3593 4.9062  -0.39
O: -12.2014 -8.9435 6.5796  -0.94
O: -16.1453 -14.7322 12.9085  -0.59
O: -15.6501 -12.4518 3.5939  -0.20
O: -8.3861 -11.1135 4.7034  0.73
O: -10.8246 -12.1821 3.4960  2.59
O: -11.9098 -18.1342 5.4383  -0.60
O: -13.5713 -13.7892 4.7666  0.16
O: -18.6343 -11.7607 4.6065  -0.56
O: -11.6228 -9.3121 3.2454  -0.08
O: -9.4499 -9.9735 7.1362  -0.21
O: -16.4140 -14.0874 2.3859  -0.64
O: -12.7469 -14.5060 7.4083  -0.56
N: -11.6207 -12.3743 6.3243  0.07
N: -11.3822 -9.2008 1.7703  0.08
N: -7.0538 -11.5080 5.0364  0.03
N: -13.4592 -8.6948 7.1817  0.14
N: -16.1744 -12.9202 2.5084  1.03
C: -10.8617 -18.2762 7.5631  -0.73
C: -15.8207 -8.0169 6.9516  -1.13
C: -12.7061 -7.2064 9.1702  -1.86
C: -18.6787 -12.8232 5.2896  1.15
C: -5.6664 -10.2721 3.2292  -1.05
C: -12.2370 -9.6146 -0.5528  -1.24
C: -10.3923 -6.8693 1.4343  -1.97
C: -7.6081 -13.8157 5.7493  -1.22
C: -10.6490 -13.5500 8.8328  0.30
C: -8.8863 -8.8378 2.0311  -1.79
C: -18.5962 -12.7330 6.7859  -0.95
C: -5.2896 -13.3128 5.3583  -1.22
C: -14.8029 -8.7872 9.2646  -0.99
C: -6.8724 -13.5781 3.3425  -1.14
C: -14.4102 -7.8312 6.3252  2.57
C: -10.7828 -14.4964 2.9342  -0.45
C: -15.5477 -14.6111 11.8455  0.54
C: -13.3306 -18.3835 7.3498  -0.88
C: -6.7064 -12.9553 4.7993  1.30
C: -13.2051 -10.8816 1.3301  -1.33
C: -16.7427 -10.6281 1.7238  0.89
C: -15.5473 -16.8178 4.2550  -0.47
C: -14.2569 -13.7853 11.6902  -0.40
C: -9.9193 -12.6905 1.4205  -0.47
C: -17.2394 -11.4869 -0.7730  -0.63
C: -17.0638 -9.6593 0.8400  -0.58
C: -4.2365 -12.3505 4.9789  -0.70
C: -19.0838 -14.1027 4.5858  -0.85
C: -17.0072 -12.4440 0.1940  -0.53
C: -10.2492 -8.3710 1.2902  2.19
C: -12.6406 -9.4579 0.9289  1.69
C: -9.9535 -8.7123 -0.2133  -1.51
C: -11.2373 -8.6442 -1.0890  -0.97
C: -16.6461 -11.9894 1.4763  -0.88
C: -17.1899 -10.0788 -0.4685  -0.58
C: -13.9407 -6.3836 6.3560  -1.78
C: -13.7630 -16.7508 2.2943  -0.25
C: -15.8950 -7.9023 8.4677  -1.26
C: -14.5792 -8.4109 4.8623  -1.81
C: -10.5171 -13.0311 2.6617  -0.13
C: -13.3759 -8.5428 8.6901  1.67
C: -8.7368 -9.7483 8.0906  0.42
C: -7.6485 -10.7521 8.3110  -1.09
C: -6.2959 -9.0893 5.4333  -1.26
C: -12.0479 -18.1901 6.6616  0.94
C: -8.8508 -8.5578 9.0000  -1.00
C: -12.5285 -9.7223 9.3668  -0.61
C: -6.0243 -10.5175 4.7638  1.23
C: -13.5924 -8.3210 0.9446  -0.97
C: -4.6404 -10.9924 5.3948  -1.32
C: -14.5730 -12.2450 7.0757  0.14
C: -16.1503 -15.2098 10.5730  -0.68
C: -14.7113 -17.5616 3.2223  0.54
H: -11.6044 -14.6569 3.6324  -0.69
H: -17.1275 -8.6346 1.1752  0.47
H: -10.3033 -6.2633 0.5326  0.33
H: -18.2529 -14.5289 4.0237  -0.07
H: -8.5768 -13.6448 5.2797  -0.27
H: -17.0498 -14.6004 10.4857  0.20
H: -3.3552 -12.4732 5.6085  0.47
H: -17.6221 -12.5186 7.2255  -0.08
H: -12.5613 -11.7273 1.0881  -0.19
H: -11.4610 -9.6634 9.1548  -0.57
H: -16.5074 -7.2113 6.6919  0.57
H: -18.7195 -13.7047 7.2642  0.36
H: -10.9463 -15.0545 2.0123  0.71
H: -13.1829 -16.0163 2.8529  -0.42
H: -10.3888 -17.3378 7.2736  -0.05
H: -4.8106 -9.6244 3.0389  0.44
H: -7.1840 -8.5905 5.0455  -0.05
H: -13.4300 -6.3945 9.0999  0.34
H: -12.3853 -7.2087 10.2119  0.39
H: -11.5884 -7.6164 -0.9964  0.35
H: -6.6694 -10.3399 8.5551  0.56
H: -5.2132 -13.3115 6.4456  0.37
H: -19.7985 -13.8450 3.8042  0.31
H: -15.3947 -7.9262 4.3254  0.60
H: -14.4851 -5.7087 7.0164  0.28
H: -5.4675 -8.3895 5.3231  0.48
H: -12.9304 -6.2473 6.7418  0.26
H: -14.7621 -9.4839 4.9187  -0.33
H: -5.5286 -11.2023 2.6779  0.20
H: -5.0038 -14.2838 4.9538  0.47
H: -9.3389 -11.7685 1.4549  -0.62
H: -12.9196 -10.7016 9.0911  -0.32
H: -15.7711 -17.5367 5.0432  0.42
H: -10.5923 -12.7468 0.5648  0.28
H: -3.7874 -12.4009 3.9870  0.29
H: -9.5984 -6.5001 2.0835  0.48
H: -11.7537 -7.0347 8.6687  0.31
H: -9.8750 -8.1847 9.0109  -0.08
H: -7.7597 -11.5109 9.0856  0.44
H: -19.2433 -11.9318 7.1429  0.35
H: -13.3589 -10.9651 2.4059  0.39
H: -6.1571 -13.1936 2.6155  0.34
H: -16.8588 -8.2400 8.8485  0.51
H: -3.8234 -10.2846 5.2548  0.43
H: -8.7365 -9.9091 1.8966  -0.47
H: -17.1279 -13.4763 -0.0995  0.47
H: -14.4164 -8.4462 1.6472  -0.14
H: -7.9021 -13.7648 3.0376  -0.33
H: -9.0624 -13.3255 1.1959  0.58
H: -16.3207 -8.9298 6.6281  0.25
H: -14.5785 -13.0582 10.9445  -0.12
H: -15.2349 -9.7850 9.1889  -0.09
H: -13.1503 -7.3801 1.2723  0.12
H: -15.7634 -6.8804 8.8236  0.36
H: -7.1677 -14.7821 5.9947  0.42
H: -13.3670 -19.2179 8.0501  0.40
H: -10.9959 -8.7569 -2.1459  0.44
H: -13.6464 -8.3870 4.2990  0.17
H: -16.3918 -10.2211 2.6606  0.23
H: -14.1331 -8.1313 0.0174  0.29
H: -7.6472 -13.2147 6.6578  0.00
H: -8.2339 -7.8838 8.4057  0.45
H: -7.4337 -11.2365 7.3585  -0.10
H: -9.6013 -9.7434 -0.1828  0.38
H: -6.4700 -9.2170 6.5018  0.06
H: -11.8704 -10.6190 -0.7652  0.36
H: -16.4661 -16.5886 3.7153  0.26
H: -6.5591 -14.6059 3.5257  0.59
H: -14.9033 -8.6368 10.3395  0.63
H: -14.1455 -11.2206 0.8955  0.12
H: -14.0525 -13.1344 12.5403  0.40
H: -10.3147 -19.1996 7.3727  0.40
H: -11.1540 -18.1700 8.6078  0.26
H: -14.3755 -16.2879 1.5206  0.38
H: -6.3807 -9.7560 2.5878  -0.15
H: -13.0734 -17.4228 1.7836  0.43
H: -13.1188 -9.4176 -1.1623  0.44
H: -10.0021 -14.9133 3.5704  0.08
H: -8.7637 -8.5466 3.0743  0.50
H: -14.1055 -18.5128 6.5942  0.15
H: -15.0090 -15.9352 4.6007  -0.21
H: -4.6544 -10.9076 6.4814  0.37
H: -13.5244 -17.4263 7.8338  0.15
H: -8.0018 -8.5155 1.4818  0.67
H: -13.9623 -5.9516 5.3555  0.52
H: -17.4814 -9.4075 -1.2628  0.46
H: -15.4301 -15.1441 9.7575  0.04
H: -16.4719 -16.2460 10.6775  0.42
H: -13.3903 -14.3778 11.3969  0.24
H: -12.4287 -9.6056 10.4459  0.71
H: -17.5215 -11.7518 -1.7813  0.42
H: -8.3554 -8.7432 9.9530  0.36
H: -11.2810 -6.6014 2.0056  0.32
H: -19.4311 -14.8626 5.2859  0.40
H: -9.0775 -8.1910 -0.5992  0.51

=====

| no. | LUMO (eV) |
| --- | --- |
| 1 | 0.2 |
| 2 | -1.0 |